[1]
{"formula": "C5H8O2", "method": "the ωB97M-V functional and the def2-TZVPD basis", "symbols": ["C", "C", "C", "C", "C", "O", "O", "H", "H", "H", "H", "H", "H", "H", "H"], "coordinates": [[-0.83, -0.55, -0.15], [0.21, -0.94, 1.84], [-0.26, 0.77, 0.49], [0.18, -1.21, -1.08], [0.25, 1.93, -0.32], [-0.92, -1.33, 1.09], [0.40, 0.33, 1.54], [-1.81, -0.37, -0.64], [0.26, -1.25, 2.86], [0.43, -0.80, -2.10], [-0.17, -2.11, -1.47], [1.16, -1.37, -0.67], [1.13, 1.76, -1.01], [0.65, 2.73, 0.37], [-0.70, 2.41, -0.76]], "nbo_charge": [0.029, 0.293, 0.240, -0.676, -0.699, -0.513, -0.410, 0.210, 0.170, 0.222, 0.224, 0.221, 0.221, 0.232, 0.236], "gap_ev": [8.2, 8.2]}


[2]
{"formula": "C5H8O2", "method": "the ωB97M-V functional and the def2-TZVPD basis", "symbols": ["C", "C", "O", "C", "O", "C", "C", "H", "H", "H", "H", "H", "H", "H", "H"], "coordinates": [[-0.44, -1.36, 1.00], [-0.05, -0.19, 0.50], [-1.05, -0.81, -1.78], [-0.91, 1.06, 0.57], [-0.63, 2.06, -0.38], [1.29, 0.00, 0.01], [2.43, 0.23, -0.31], [-1.45, -1.48, 1.41], [0.22, -2.22, 1.04], [-0.98, -1.39, -1.01], [-0.15, -0.82, -2.15], [-0.76, 1.43, 1.60], [-1.96, 0.80, 0.44], [0.31, 2.28, -0.33], [3.46, 0.41, -0.54]], "nbo_charge": [-0.423, -0.066, -0.933, -0.080, -0.693, -0.063, -0.200, 0.210, 0.216, 0.473, 0.468, 0.171, 0.204, 0.470, 0.245], "smiles": "C#CC(=C)CO.O", "gap_ev": 10.0}


[3]
{"formula": "C5H8O2", "method": "the ωB97M-V functional and the def2-TZVPD basis", "symbols": ["C", "C", "C", "C", "O", "C", "O", "H", "H", "H", "H", "H", "H", "H", "H"], "coordinates": [[-0.53, -2.14, 0.35], [-0.30, -0.81, -0.27], [-1.11, 0.43, -0.29], [0.35, 0.45, 0.21], [0.69, 0.82, 1.49], [1.27, 0.30, -0.99], [0.55, -0.73, -1.46], [-1.17, -2.77, -0.29], [-1.03, -2.01, 1.31], [0.42, -2.66, 0.52], [-1.39, 0.88, -1.23], [-1.82, 0.54, 0.53], [0.73, 1.78, 1.52], [1.55, 3.29, -0.59], [1.79, 2.63, -0.82]], "nbo_charge": [-0.633, 0.244, -0.432, 0.049, -0.677, 0.287, -0.472, 0.229, 0.236, 0.233, 0.231, 0.235, 0.485, -0.035, 0.020], "gap_ev": 9.2}


[4]
{"formula": "C5H8O2", "method": "the ωB97M-V functional and the def2-TZVPD basis", "symbols": ["O", "C", "C", "C", "C", "C", "O", "H", "H", "H", "H", "H", "H", "H", "H"], "coordinates": [[-0.81, -2.27, -0.46], [-1.00, -1.18, 0.43], [0.25, -0.34, 0.31], [0.47, 0.44, -1.01], [0.90, 1.70, -0.22], [0.49, 0.99, 1.06], [0.32, 1.39, 2.18], [-1.64, -2.76, -0.54], [-1.14, -1.53, 1.46], [-1.89, -0.59, 0.14], [1.11, -0.99, 0.54], [1.21, 0.01, -1.69], [-0.46, 0.61, -1.56], [0.23, 2.55, -0.33], [1.96, 1.99, -0.31]], "nbo_charge": [-0.722, -0.052, -0.354, -0.392, -0.530, 0.622, -0.516, 0.472, 0.175, 0.161, 0.239, 0.218, 0.207, 0.234, 0.237], "smiles": "O=C1CC[C@@H]1CO", "gap_ev": 10.3}


[5]
{"formula": "C5H8O2", "method": "the ωB97M-V functional and the def2-TZVPD basis", "symbols": ["C", "C", "C", "C", "O", "C", "O", "H", "H", "H", "H", "H", "H", "H", "H"], "coordinates": [[-0.41, -0.43, -1.41], [0.22, 0.02, -0.11], [0.03, 1.40, 0.43], [1.38, 0.96, -0.09], [0.37, -1.03, 0.85], [-0.75, -1.53, 1.38], [-1.88, -1.18, 1.14], [-0.78, 0.44, -1.97], [-1.26, -1.08, -1.21], [0.31, -0.97, -2.03], [-0.56, 2.09, -0.16], [-0.08, 1.52, 1.51], [1.73, 1.35, -1.04], [2.15, 0.77, 0.64], [-0.48, -2.35, 2.07]], "nbo_charge": [-0.630, 0.230, -0.428, -0.430, -0.497, 0.651, -0.581, 0.220, 0.238, 0.212, 0.221, 0.227, 0.218, 0.229, 0.121], "smiles": "CC1(OC=O)CC1", "gap_ev": 11.3}


[6]
{"formula": "C5H8O2", "method": "the ωB97M-V functional and the def2-TZVPD basis", "symbols": ["C", "C", "O", "C", "C", "C", "O", "H", "H", "H", "H", "H", "H", "H", "H"], "coordinates": [[0.40, 1.64, 0.66], [0.26, 0.47, 1.27], [-0.94, -0.20, 1.41], [-0.91, -1.27, 0.50], [-1.22, -0.77, -0.93], [0.16, -1.04, -0.51], [1.28, -1.26, -0.88], [1.60, 1.21, -1.00], [-0.40, 2.12, 0.10], [1.34, 2.16, 0.71], [1.11, -0.06, 1.70], [-1.25, -2.23, 0.89], [-1.51, -1.51, -1.67], [-1.73, 0.19, -0.99], [1.81, 0.54, -1.24]], "nbo_charge": [-0.432, 0.088, -0.502, -0.012, -0.566, 0.584, -0.490, -0.047, 0.212, 0.220, 0.190, 0.211, 0.249, 0.254, 0.039], "smiles": "C=CO[C@H]1CC1=O.[H][H]", "gap_ev": 9.9}


[7]
{"formula": "C5H8O2", "method": "the ωB97M-V functional and the def2-TZVPD basis", "symbols": ["C", "C", "C", "C", "C", "O", "O", "H", "H", "H", "H", "H", "H", "H", "H"], "coordinates": [[0.08, -0.45, -1.12], [2.06, -0.23, 0.37], [0.82, 0.49, -0.24], [-1.06, -0.04, 0.18], [-2.00, 0.90, 0.11], [-1.15, -1.16, 0.96], [0.82, 1.72, -0.29], [-1.99, -1.16, 1.43], [-0.12, -0.04, -2.11], [0.25, -1.51, -0.99], [-1.88, 1.74, -0.54], [-2.90, 0.85, 0.71], [1.79, -1.12, 0.92], [2.54, 0.49, 1.04], [2.73, -0.49, -0.44]], "nbo_charge": [-0.465, -0.691, 0.523, 0.326, -0.475, -0.700, -0.596, 0.484, 0.246, 0.238, 0.236, 0.203, 0.217, 0.227, 0.226], "gap_ev": 9.3}


[8]
{"formula": "C5H8O2", "method": "the ωB97M-V functional and the def2-TZVPD basis", "symbols": ["O", "C", "C", "C", "C", "C", "O", "H", "H", "H", "H", "H", "H", "H", "H"], "coordinates": [[1.28, -1.04, -0.40], [-1.75, -1.36, 0.61], [-0.85, -0.49, 1.03], [1.39, 0.30, -0.84], [0.61, 1.32, 0.03], [-0.79, 0.85, 0.37], [-1.79, 1.46, 0.05], [1.02, -1.61, -1.14], [-1.76, -2.39, 0.96], [-2.46, -1.06, -0.15], [-0.03, -0.76, 1.70], [2.45, 0.57, -0.81], [1.03, 0.41, -1.87], [0.52, 2.26, -0.52], [1.14, 1.53, 0.97]], "nbo_charge": [-0.727, -0.331, -0.286, -0.055, -0.531, 0.551, -0.535, 0.480, 0.200, 0.206, 0.222, 0.175, 0.170, 0.237, 0.225], "smiles": "C=CC(=O)CCO", "gap_ev": 10.3}


[9]
{"formula": "C5H8O2", "method": "the ωB97M-V functional and the def2-TZVPD basis", "symbols": ["C", "C", "O", "C", "O", "C", "C", "H", "H", "H", "H", "H", "H", "H", "H"], "coordinates": [[-1.46, 0.23, 1.16], [-0.33, -0.69, 1.00], [0.06, -1.52, 1.80], [0.64, -0.19, -0.08], [1.94, -0.50, 0.30], [0.52, 1.00, -1.02], [0.20, -0.38, -1.51], [-0.51, 0.89, 1.22], [-1.92, 0.64, 0.27], [-2.18, 0.05, 1.97], [1.80, -1.19, 0.97], [1.47, 1.42, -1.33], [-0.27, 1.75, -0.94], [-0.85, -0.61, -1.66], [0.91, -0.89, -2.14]], "nbo_charge": [-0.696, 0.547, -0.578, 0.121, -0.698, -0.437, -0.433, 0.290, 0.236, 0.249, 0.494, 0.241, 0.216, 0.215, 0.233], "smiles": "CC(=O)C1(O)CC1", "gap_ev": 10.4}


[10]
{"formula": "C5H8O2", "method": "the ωB97M-V functional and the def2-TZVPD basis", "symbols": ["C", "C", "C", "C", "C", "H", "H", "H", "H", "H", "H", "H", "H", "O", "O"], "coordinates": [[-0.67, -2.20, -0.17], [0.44, -1.12, 0.04], [-0.38, 0.98, -0.65], [0.03, 2.33, 0.10], [0.34, 0.91, 0.68], [-0.59, -3.24, 0.48], [-0.29, -2.55, -1.24], [-1.59, -1.64, -0.25], [1.46, -1.37, 0.00], [-1.43, 0.78, -0.27], [0.99, 2.69, -0.26], [-0.78, 3.06, 0.42], [1.37, 0.86, 0.43], [0.16, -0.16, -1.16], [0.13, -0.34, 1.24]], "nbo_charge": [-0.649, 0.361, 0.005, -0.337, 0.058, 0.233, 0.225, 0.233, 0.172, 0.138, 0.224, 0.240, 0.137, -0.538, -0.503], "smiles": "CC1O[C@@H]2C[C@H]2O1", "gap_ev": 9.8}


no.,total energy (Eh)
1,-345.6455
2,-345.6849
3,-345.5941
4,-345.7584
5,-345.7695
6,-345.6145
7,-345.6880
8,-345.7492
9,-345.7166
10,-345.5582